No. 1
{
  "formula": "C30H42N5P2RhS2",
  "method": "the ωB97M-V functional and the def2-TZVPD basis",
  "symbols": ["Rh", "C", "C", "C", "P", "C", "C", "C", "C", "C", "C", "C", "C", "C", "N", "C", "C", "C", "C", "C", "C", "P", "C", "C", "C", "C", "C", "C", "H", "H", "H", "H", "H", "H", "H", "H", "H", "H", "H", "H", "H", "H", "H", "H", "H", "H", "H", "H", "H", "H", "H", "H", "H", "H", "H", "H", "H", "H", "H", "H", "H", "H", "H", "H", "N", "C", "N", "C", "C", "S", "C", "C", "S", "C", "N", "N", "H", "H", "H", "H", "H", "H"],
  "xyz": [[0.55948, 0.54741, 0.15706], [-0.16809, -0.13935, 5.07600], [-0.54042, 0.38863, 3.69694], [-2.04313, 0.64983, 3.60447], [0.00314, -0.63148, 2.21742], [1.48800, -1.70270, 2.63887], [2.06038, -2.18808, 1.30397], [1.21744, -2.90458, 3.53273], [-1.32121, -1.82175, 1.88314], [-2.00863, -2.54928, 2.83959], [-3.04521, -3.39662, 2.46999], [-3.43293, -3.47641, 1.13567], [-2.74511, -2.78240, 0.16862], [-1.62276, -1.99241, 0.50794], [-0.85891, -1.34995, -0.40691], [-0.73438, -1.85249, -1.65622], [-0.84511, -3.22907, -1.95735], [-0.78170, -3.66929, -3.25842], [-0.58894, -2.76525, -4.29961], [-0.37528, -1.42204, -4.01959], [-0.42036, -0.95792, -2.71559], [-0.06049, 0.73796, -2.17723], [1.15725, 1.34999, -3.45408], [2.39620, 0.45958, -3.49651], [1.54908, 2.79438, -3.16300], [-1.64138, 1.68549, -2.51801], [-2.00210, 1.78268, -3.99639], [-2.76494, 1.00030, -1.73938], [-0.47216, 0.60004, 5.81593], [0.90247, -0.29582, 5.18217], [-0.68699, -1.06541, 5.30563], [-0.00934, 1.33991, 3.54167], [-2.60766, -0.23134, 3.90127], [-2.34080, 0.91794, 2.59134], [-2.31563, 1.46145, 4.27549], [2.20347, -1.02499, 3.12145], [1.50296, -3.05223, 0.94387], [3.10490, -2.47394, 1.40733], [1.98241, -1.39318, 0.54755], [0.48612, -3.56825, 3.07863], [0.87525, -2.62620, 4.52194], [2.14552, -3.46145, 3.64481], [-1.73259, -2.47876, 3.87927], [-3.56761, -3.96828, 3.21964], [-4.28204, -4.08230, 0.85899], [-3.08159, -2.80416, -0.85694], [-0.93862, -3.93824, -1.14913], [-0.87754, -4.72087, -3.47270], [-0.57753, -3.11125, -5.32009], [-0.17173, -0.74595, -4.83522], [0.64130, 1.29909, -4.41902], [3.06089, 0.70296, -2.67081], [2.93944, 0.63314, -4.42243], [2.14090, -0.59814, -3.44904], [1.99147, 2.88140, -2.17004], [0.69433, 3.46432, -3.21940], [2.28636, 3.12441, -3.89261], [-1.47358, 2.69219, -2.11306], [-2.04456, 0.79445, -4.45062], [-1.30726, 2.41036, -4.54639], [-2.99070, 2.23008, -4.08712], [-3.10508, 0.11893, -2.28005], [-3.61525, 1.66588, -1.60650], [-2.41119, 0.66499, -0.76040], [-2.09660, 3.02474, 0.96784], [-0.82579, 3.43581, 1.03220], [0.21413, 2.67090, 0.80402], [1.39658, 3.35970, 0.97727], [1.24801, 4.66014, 1.35132], [-0.41855, 5.07174, 1.49393], [2.64529, 2.67318, 0.73547], [3.89657, 3.17616, 0.91639], [5.09717, 2.02355, 0.47167], [3.81986, 0.91896, 0.03418], [2.60818, 1.38595, 0.23331], [4.11593, -0.29806, -0.44859], [-2.30324, 2.12202, 0.57198], [-2.84816, 3.67243, 1.12610], [2.00567, 5.39436, 1.53291], [4.18915, 4.14362, 1.26779], [5.07592, -0.52239, -0.64691], [3.40163, -0.83876, -0.91045]],
  "homo_lumo_gap_ev": [4.54, 4.54],
  "total_charge": 2,
  "homo_ha": [-0.4609, -0.4607],
  "lumo_energy_ev": [-8.00, -7.99]
}

***

No. 2
{
  "formula": "C12H44N15O7PS",
  "method": "the ωB97M-V functional and the def2-TZVPD basis",
  "symbols": ["C", "C", "N", "P", "C", "C", "C", "S", "H", "H", "H", "H", "H", "H", "H", "H", "H", "H", "H", "H", "H", "H", "H", "H", "N", "C", "N", "O", "H", "H", "H", "H", "N", "C", "N", "O", "H", "H", "H", "H", "N", "C", "N", "O", "H", "H", "H", "H", "N", "C", "N", "O", "H", "H", "H", "H", "N", "C", "N", "O", "H", "H", "H", "H", "N", "C", "N", "O", "H", "H", "H", "H", "N", "C", "N", "O", "H", "H", "H", "H"],
  "xyz": [[-8.19848, -0.57547, 4.32970], [-7.97127, -2.08628, 4.22745], [-6.92461, -2.51367, 3.30744], [-5.28612, -1.87083, 3.56078], [-3.49651, -1.35523, 3.91326], [-2.65159, -1.15018, 2.65203], [-3.27330, -0.10287, 1.74098], [-2.15743, 0.25591, 0.37202], [-9.10166, -0.36380, 4.90063], [-8.27193, -0.12919, 3.33725], [-7.37451, -0.08098, 4.84775], [-7.72987, -2.48085, 5.21671], [-8.90654, -2.55174, 3.91477], [-7.23119, -2.42011, 2.34514], [-5.42703, -2.26816, 4.91805], [-4.81350, -2.77347, 2.57838], [-5.59908, -0.57313, 3.10123], [-3.48866, -0.44401, 4.52161], [-3.02629, -2.14408, 4.50730], [-2.58851, -2.10742, 2.12990], [-1.64127, -0.86181, 2.94630], [-4.20484, -0.48134, 1.32738], [-3.51356, 0.79684, 2.30053], [-2.92959, 1.09213, -0.32277], [-3.53911, -3.63977, -0.15714], [-2.91331, -4.63491, 0.54519], [-3.42461, -5.89235, 0.36533], [-1.97217, -4.41287, 1.28410], [-4.32304, -3.79126, -0.76205], [-3.18355, -2.70677, -0.04452], [-2.98963, -6.63861, 0.87336], [-4.20271, -6.09429, -0.23194], [1.13734, 0.79782, -0.96699], [2.23677, 1.33382, -0.39233], [2.07898, 1.78930, 0.89316], [3.31956, 1.42967, -0.95674], [0.26067, 0.73942, -0.48142], [1.21404, 0.43633, -1.91044], [2.89278, 2.15508, 1.34670], [1.21531, 1.74135, 1.40061], [5.74282, 0.53649, -2.33855], [6.60151, -0.50527, -2.14428], [7.61910, -0.60669, -3.05607], [6.47903, -1.29884, -1.22224], [5.84450, 1.18103, -3.09809], [4.97501, 0.67201, -1.69534], [8.29211, -1.33855, -2.93662], [7.76202, 0.04394, -3.80265], [2.27989, -1.67676, -5.18250], [1.67072, -1.43166, -3.98661], [1.45414, -2.52179, -3.19529], [1.34976, -0.30246, -3.64704], [2.56961, -2.58856, -5.47811], [2.46794, -0.88707, -5.76989], [1.03403, -2.36611, -2.29805], [1.73470, -3.44996, -3.44583], [10.79797, 1.07725, -6.02611], [10.44672, -0.20587, -5.70568], [10.43674, -1.09200, -6.74817], [10.16170, -0.53488, -4.56809], [11.03926, 1.37143, -6.95260], [10.82352, 1.74405, -5.27805], [10.18612, -2.03969, -6.53954], [10.67069, -0.84313, -7.68966], [4.91736, 5.34869, 1.77904], [4.15552, 6.03323, 0.86796], [3.29559, 5.26670, 0.13303], [4.24352, 7.23977, 0.72641], [4.88593, 4.35421, 1.89285], [5.56326, 5.88337, 2.32709], [2.74828, 5.73394, -0.56386], [3.21545, 4.26990, 0.21631], [-5.01212, 4.07662, 1.88596], [-5.83101, 2.98939, 2.01035], [-6.94040, 3.17059, 2.78806], [-5.58316, 1.92435, 1.46920], [-5.19299, 4.95950, 2.32341], [-4.18980, 3.97028, 1.32258], [-7.55389, 2.38593, 2.90313], [-7.16107, 4.03439, 3.24481]],
  "homo_lumo_gap_ev": 8.78,
  "smiles": "CCN[PH3]CCCS.NC(N)=O.NC(N)=O.NC(N)=O.NC(N)=O.NC(N)=O.NC(N)=O.NC(N)=O",
  "homo_ha": -0.3081,
  "lumo_energy_ev": 0.39
}

***

No. 3
{
  "formula": "C10H3N6O4",
  "method": "the ωB97M-V functional and the def2-TZVPD basis",
  "symbols": ["N", "C", "C", "C", "C", "N", "O", "O", "N", "C", "C", "N", "O", "O", "C", "H", "H", "C", "C", "N", "C", "N", "H"],
  "xyz": [[-3.99968, -1.86708, 2.78041], [-2.93989, -1.37348, 2.74951], [-1.61922, -0.79669, 2.72184], [-0.48125, -1.63092, 2.70958], [0.77942, -1.03502, 2.69895], [2.04365, -1.62094, 2.63761], [2.44803, -2.77057, 2.61835], [2.95704, -0.53372, 2.59513], [2.29550, 0.67188, 2.60422], [0.97348, 0.35282, 2.68670], [-0.18672, 1.21880, 2.71405], [-0.10034, 2.65976, 2.71779], [0.99544, 3.25118, 2.75935], [-1.19630, 3.27247, 2.67936], [-1.45299, 0.60907, 2.73173], [-0.53389, -2.71737, 2.71993], [-2.33218, 1.25079, 2.74870], [-0.74770, -2.29447, -0.89822], [0.37518, -3.07362, -1.12032], [1.26504, -3.81775, -1.31318], [-0.68151, -0.91826, -1.02059], [-0.71917, 0.25272, -1.12506], [-1.71988, -2.77681, -0.76368]],
  "homo_lumo_gap_ev": 3.91,
  "total_charge": -1,
  "homo_ha": -0.1392,
  "lumo_energy_ev": 0.12
}

***

No. 4
{
  "formula": "C3H14O4",
  "method": "the ωB97M-V functional and the def2-TZVPD basis",
  "symbols": ["C", "O", "C", "C", "H", "H", "H", "H", "H", "H", "H", "H", "H", "H", "O", "H", "H", "O", "H", "H", "O"],
  "xyz": [[-0.13607, -0.11039, 1.50481], [2.11476, 1.79889, 0.29013], [0.54660, -0.71584, 0.39617], [0.79602, -1.74248, 1.58142], [0.34298, 0.65468, 2.11703], [-1.15731, -0.35720, 1.78825], [1.63992, 1.74392, -0.56360], [-0.09338, -1.15491, -0.37581], [1.41458, -0.19408, 0.03962], [1.15861, -1.54603, 2.61264], [-0.11161, -2.36912, 1.59787], [1.52871, -2.46003, 1.17144], [-2.39698, 1.67075, -0.37736], [-0.39001, 1.20444, -1.24806], [-1.63783, 1.08379, -0.40289], [-1.95106, -0.04071, -1.41037], [-2.80100, -0.80970, -2.55417], [-1.92388, -0.69847, -2.19147], [2.69462, 2.56143, 0.27358], [-0.07376, 0.44594, -2.41300], [0.43610, 1.03512, -1.83624]],
  "homo_lumo_gap_ev": 7.95,
  "homo_ha": -0.3228,
  "lumo_energy_ev": -0.84
}

***

The evaluated total energy for the records listed, in turn: -82486.08563 -69971.54203 -27541.82101 -11524.25644 eV.
The evaluated molecular weight for the records listed, in turn: 701.7 573.6 271.2 114.1 Da.